ORCA calculation (ωB97M-V/def2-TZVPD) on a cluster of 10 separate species, C41H84O29P in total at a distorted geometry.

Atoms and positions in Å:
O (3.5662, 1.4091, 0.7742)
C (4.3159, 2.0532, 1.5102)
O (4.2149, 3.3848, 1.8686)
C (3.4535, 4.1959, 0.9433)
C (2.0893, 4.6480, 1.6705)
C (0.7864, 4.5145, 0.7522)
C (-0.4523, 3.8300, 1.4975)
P (-0.2756, 1.9538, 1.2775)
H (5.1565, 1.4723, 2.0020)
H (4.0385, 5.1554, 0.7900)
H (3.3077, 3.7579, -0.0792)
H (2.1694, 5.7383, 1.9712)
H (2.0258, 4.0655, 2.6414)
H (0.5166, 5.5583, 0.4125)
H (1.0800, 3.8943, -0.1475)
H (-0.5361, 4.0787, 2.5890)
H (-1.3945, 4.0937, 0.9228)
H (-1.2985, 1.4631, 0.3960)
H (-0.2865, 1.2714, 2.5285)
H (0.9715, 1.6703, 0.6384)
C (2.1495, 0.8173, -2.2461)
C (1.5298, 1.9559, -3.0333)
O (1.1046, 1.5170, -4.3241)
C (-0.0541, 0.8452, -4.3424)
O (-0.7474, 0.6022, -3.3854)
O (-0.2938, 0.4714, -5.6010)
C (-1.4631, -0.3371, -5.7530)
H (2.9497, 0.3438, -2.8188)
H (2.5575, 1.1805, -1.2949)
H (1.4130, 0.0405, -2.0287)
H (2.2778, 2.7332, -3.1987)
H (0.6994, 2.4176, -2.4907)
H (-2.3369, 0.1392, -5.3072)
H (-1.2946, -1.3206, -5.3117)
H (-1.6456, -0.4611, -6.8193)
C (2.1017, 0.0585, -7.4309)
C (2.9762, -0.8957, -6.6435)
O (3.3113, -2.0504, -7.4224)
C (4.2850, -1.8715, -8.3234)
O (4.8930, -0.8514, -8.5176)
O (4.4495, -3.0217, -8.9882)
C (5.4050, -2.9449, -10.0464)
H (1.2242, -0.4602, -7.8242)
H (1.7725, 0.8861, -6.8043)
H (2.6384, 0.4701, -8.2879)
H (2.4269, -1.2574, -5.7716)
H (3.8790, -0.4031, -6.2744)
H (6.3576, -2.5486, -9.6934)
H (5.0118, -2.3315, -10.8586)
H (5.5672, -3.9552, -10.4194)
C (1.7431, -0.1513, -12.7553)
C (0.7499, -0.2054, -11.6111)
O (0.2136, 1.0950, -11.3362)
C (-0.7436, 1.5097, -12.1744)
O (-1.1870, 0.8919, -13.1064)
O (-1.1081, 2.7454, -11.8075)
C (-2.0681, 3.3449, -12.6776)
H (2.5139, 0.5977, -12.5592)
H (2.2197, -1.1228, -12.8989)
H (1.2537, 0.1317, -13.6887)
H (1.2600, -0.5308, -10.7025)
H (-0.0509, -0.9222, -11.8063)
H (-2.9349, 2.6982, -12.8183)
H (-1.6050, 3.5795, -13.6369)
H (-2.4002, 4.2730, -12.2142)
C (-2.3610, -4.8132, -2.2315)
C (-2.9769, -3.6701, -3.0145)
O (-3.4084, -4.1079, -4.3074)
C (-4.5697, -4.7752, -4.3289)
O (-5.2649, -5.0178, -3.3777)
O (-4.8107, -5.1443, -5.5921)
C (-5.9832, -5.9452, -5.7460)
H (-1.5661, -5.2899, -2.8096)
H (-1.9476, -4.4555, -1.2863)
H (-3.1015, -5.5839, -2.0118)
H (-2.2242, -2.8970, -3.1826)
H (-3.8004, -3.2048, -2.4678)
H (-6.8538, -5.4648, -5.2981)
H (-5.8206, -6.9304, -5.3070)
H (-6.1644, -6.0643, -6.8132)
C (-1.3913, -3.0251, 6.2398)
C (-0.1143, -2.8339, 7.0335)
O (1.0408, -3.1077, 6.2260)
C (1.3993, -2.1376, 5.3842)
O (0.8540, -1.0666, 5.2544)
O (2.4614, -2.5670, 4.6855)
C (2.8837, -1.6521, 3.6815)
H (-1.4147, -4.0172, 5.7827)
H (-2.2670, -2.9095, 6.8811)
H (-1.4638, -2.2992, 5.4274)
H (-0.0914, -3.5448, 7.8605)
H (-0.0544, -1.8331, 7.4669)
H (3.0488, -0.6542, 4.0911)
H (2.1518, -1.6170, 2.8723)
H (3.8254, -2.0200, 3.2766)
C (-5.6616, 5.8588, 6.8976)
C (-4.6739, 6.2323, 5.8099)
O (-3.3650, 5.7212, 6.1036)
C (-3.1839, 4.4235, 5.8475)
O (-4.0006, 3.6671, 5.3891)
O (-1.9332, 4.0999, 6.2096)
C (-1.6359, 2.7123, 6.0698)
H (-5.2908, 6.1715, 7.8763)
H (-6.6295, 6.3292, 6.7176)
H (-5.8087, 4.7784, 6.9425)
H (-4.5792, 7.3181, 5.7615)
H (-5.0093, 5.8932, 4.8272)
H (-1.8680, 2.3564, 5.0639)
H (-2.1846, 2.1363, 6.8156)
H (-0.5690, 2.5786, 6.2459)
C (-6.6632, -1.0668, 10.2038)
C (-6.0723, -1.1824, 8.8123)
O (-5.2899, -2.3763, 8.6823)
C (-5.9881, -3.5064, 8.5006)
O (-7.1851, -3.5946, 8.4284)
O (-5.1207, -4.5276, 8.4395)
C (-5.7442, -5.8084, 8.3374)
H (-5.8802, -1.1489, 10.9613)
H (-7.1775, -0.1119, 10.3266)
H (-7.3782, -1.8683, 10.3958)
H (-5.3942, -0.3456, 8.6346)
H (-6.8454, -1.1413, 8.0417)
H (-6.4554, -5.8392, 7.5112)
H (-6.2375, -6.0576, 9.2779)
H (-4.9620, -6.5425, 8.1484)
C (6.7374, 10.8621, -2.0394)
C (6.7384, 9.5565, -2.8100)
O (7.4076, 8.5234, -2.0733)
C (6.6964, 7.9643, -1.0920)
O (5.5628, 8.2377, -0.7880)
O (7.4715, 7.0549, -0.4847)
C (6.8566, 6.4442, 0.6449)
H (7.7537, 11.1359, -1.7472)
H (6.3128, 11.6660, -2.6432)
H (6.1533, 10.7778, -1.1214)
H (7.2937, 9.6834, -3.7404)
H (5.7261, 9.2458, -3.0780)
H (5.8794, 6.0341, 0.3898)
H (6.7692, 7.1673, 1.4573)
H (7.4982, 5.6281, 0.9746)
C (1.4783, -6.1749, 7.1486)
C (1.5576, -7.3861, 6.2409)
O (1.2189, -8.5842, 6.9493)
C (-0.0895, -8.7874, 7.1389)
O (-0.9815, -8.0708, 6.7625)
O (-0.2347, -9.9174, 7.8415)
C (-1.5869, -10.2098, 8.1919)
H (2.0841, -6.3264, 8.0453)
H (1.8277, -5.2816, 6.6310)
H (0.4536, -5.9991, 7.4827)
H (2.5833, -7.5117, 5.8904)
H (0.9266, -7.2688, 5.3569)
H (-2.2355, -10.1998, 7.3150)
H (-1.9400, -9.4969, 8.9385)
H (-1.6074, -11.2084, 8.6260)

Summary:
HOMO-LUMO gap ... 8.75 eV
Total charge ... +1